Record 1
C4H8N2OS | ωB97M-V/def2-TZVPD

Cartesian coordinates (Å):
1 S -0.06761 2.28870 0.29660
2 O -1.22477 -0.17005 -0.12079
3 N 2.08747 0.66201 -1.01803
4 N -2.43361 0.48733 0.25164
5 C -3.43307 -0.01482 -0.33020
6 C 1.45124 -0.85464 0.94625
7 C -0.18839 0.72115 -0.03666
8 C 1.07343 -0.14838 -0.35126
9 H 0.73381 -0.90001 -1.07092
10 H 2.95276 0.07549 -0.92789
11 H 2.25886 1.45298 -0.38718
12 H 2.28958 -1.58060 0.78439
13 H -4.42424 0.43656 -0.11256
14 H 1.72603 -0.17443 1.75138
15 H 0.62353 -1.45872 1.39349
16 H -3.42501 -0.82258 -1.06824

energy relative to the best compared isomer or geometry (same formula, charge and spin) = 63.8 kcal/mol
electronic energy = -740.0603 hartree
Kohn-Sham gap = 9.2 eV

=====

Record 2
C4H8N2S | ωB97M-V/def2-TZVPD

Cartesian coordinates (Å):
1 S 2.50954 -1.39830 -0.28101
2 N -2.24097 -0.73725 -0.03961
3 N 2.31654 1.10129 0.23212
4 C -0.46864 1.15267 -0.60134
5 C 1.67091 -0.03646 -0.06085
6 C -0.79912 -1.07193 0.13419
7 C 0.18809 0.03763 -0.15213
8 H 3.25145 1.19988 0.64853
9 H -2.61276 -0.21179 0.81245
10 H 1.77883 1.98403 0.44185
11 H -0.63556 -2.00351 -0.39204
12 H -1.56130 1.04996 -0.74638
13 H -0.65520 -1.50473 1.13963
14 H -2.74704 -1.58776 -0.33439
15 H 0.00524 2.02627 -0.80102

energy relative to the best compared isomer or geometry (same formula, charge and spin) = 45.2 kcal/mol
electronic energy = -664.8607 hartree
Kohn-Sham gap = 8.6 eV

=====

Record 3
C4H8N2S | ωB97M-V/def2-TZVPD

Cartesian coordinates (Å):
1 S -2.20593 0.44688 0.28091
2 N -2.09717 -0.97063 -0.41818
3 N -0.49405 0.73695 0.32857
4 C 1.11865 -1.01555 0.84146
5 C 0.21068 -0.45629 -0.19240
6 C -0.93561 -1.45796 -0.58169
7 C -0.12507 1.96076 -0.29192
8 H 0.70647 -0.27366 -1.11537
9 H 1.74579 -0.24010 1.29074
10 H 0.97223 2.05285 -0.51471
11 H 0.75171 -1.46706 1.67535
12 H -0.49324 2.72482 0.53500
13 H 1.87757 -1.75009 0.53165
14 H -0.53117 2.10071 -1.34317
15 H -0.50085 -2.39162 -1.02623

energy relative to the best compared isomer or geometry (same formula, charge and spin) = 68.2 kcal/mol
electronic energy = -664.8240 hartree
Kohn-Sham gap = 8.8 eV

=====

Record 4
C4H8N2S | ωB97M-V/def2-TZVPD

Cartesian coordinates (Å):
1 S 1.19567 -1.30473 -0.19900
2 N -1.08179 0.94986 -0.74124
3 N -1.70732 -0.30014 -0.59866
4 C -0.04959 1.17813 0.34110
5 C -2.20455 -0.49673 0.64229
6 C 1.39877 1.38430 -0.07884
7 C 0.99787 0.17265 0.70896
8 H -0.42335 0.80511 -1.64697
9 H -2.82169 -1.54534 0.78289
10 H -0.08809 -1.62206 0.06189
11 H -1.98827 0.20436 1.55324
12 H 1.46058 -0.00928 1.73825
13 H 1.79440 1.26503 -1.17397
14 H -0.42586 1.64173 1.20286
15 H 2.03025 2.15796 0.36394

energy relative to the best compared isomer or geometry (same formula, charge and spin) = 107.6 kcal/mol
electronic energy = -664.7612 hartree
Kohn-Sham gap = 9.8 eV